Entry 1:
DFT (ωB97M-V/def2-TZVPD) results for a molecular structure, C30H60AlBrNO3 in a non-equilibrium geometry.

For the frontier orbital gap, the calculation gives 0.258 Ha. The calculation puts the HOMO energy at -5.13 eV. The value obtained for the relative energy (zero: lowest compared OMol25 entry of this formula, charge and spin) is 0.0000 eV. The energy is -4276.168077 Ha. The lowest unoccupied orbital energy comes out at 1.9 eV.

Geometry as ORCA input:
```
! RIJCOSX wB97M-V def2-TZVPD def2/J DEFGRID3
* xyz -1 1
O -6.894 -0.528 -4.843
C -8.023 -0.391 -4.451
O -8.352 0.739 -3.741
C -9.101 -1.361 -4.660
Al -9.614 -2.389 -2.977
Br -9.871 -0.781 -1.181
C -8.212 -3.743 -2.458
C -6.832 -3.195 -2.891
C -5.670 -3.843 -2.153
N -4.329 -3.518 -2.648
C -4.114 -2.121 -3.001
C -2.742 -1.658 -2.559
C -1.669 -1.562 -3.439
C -0.425 -1.128 -2.979
C -0.262 -0.788 -1.645
C -1.321 -0.861 -0.750
C -2.555 -1.297 -1.219
O -3.622 -1.376 -0.330
H -8.659 0.456 -2.863
H -9.984 -0.820 -4.996
H -8.769 -2.091 -5.388
H -10.996 -3.181 -3.234
H -8.397 -4.713 -2.918
H -8.200 -3.837 -1.370
H -6.832 -2.138 -2.626
H -6.737 -3.304 -3.968
H -5.786 -4.924 -2.250
H -5.726 -3.638 -1.085
H -4.042 -4.137 -3.387
H -4.198 -1.967 -4.078
H -4.834 -1.488 -2.505
H -1.821 -1.814 -4.478
H 0.411 -1.053 -3.659
H 0.703 -0.450 -1.295
H -1.242 -0.588 0.290
H -4.044 -0.512 -0.311
C 1.150 1.305 2.014
C 2.482 1.205 1.283
C 2.967 -0.237 1.143
C 3.271 -0.963 2.453
C 4.317 -0.286 3.337
C 5.691 -0.181 2.681
H 1.215 0.940 3.040
H 0.809 2.340 2.054
H 0.388 0.722 1.491
H 3.241 1.819 1.777
H 2.356 1.627 0.282
H 3.858 -0.248 0.508
H 2.203 -0.806 0.606
H 3.607 -1.977 2.216
H 2.348 -1.082 3.027
H 4.413 -0.863 4.261
H 3.976 0.709 3.634
H 6.069 -1.169 2.409
H 6.408 0.275 3.365
H 5.661 0.432 1.779
C 12.490 -0.042 1.154
C 10.984 -0.290 1.153
C 10.230 0.549 2.183
C 10.617 0.284 3.639
C 10.452 -1.165 4.095
C 9.009 -1.656 4.024
H 12.944 -0.314 2.108
H 12.979 -0.634 0.378
H 12.711 1.009 0.960
H 10.788 -1.353 1.315
H 10.589 -0.055 0.162
H 9.156 0.383 2.055
H 10.396 1.609 1.968
H 10.009 0.929 4.281
H 11.654 0.591 3.804
H 10.802 -1.243 5.128
H 11.094 -1.825 3.505
H 8.356 -1.030 4.634
H 8.932 -2.680 4.392
H 8.631 -1.645 3.001
C -6.512 4.816 -0.181
C -5.160 4.746 -0.885
C -4.620 3.324 -1.022
C -4.353 2.609 0.303
C -3.375 3.316 1.241
C -1.977 3.466 0.648
H -6.453 4.451 0.845
H -6.874 5.846 -0.143
H -7.257 4.219 -0.711
H -4.438 5.377 -0.358
H -5.262 5.172 -1.887
H -3.702 3.348 -1.616
H -5.332 2.728 -1.599
H -3.963 1.609 0.082
H -5.298 2.451 0.830
H -3.305 2.734 2.165
H -3.762 4.298 1.529
H -1.563 2.489 0.389
H -1.304 3.936 1.368
H -1.982 4.084 -0.250
*
```

---

Entry 2:
DFT (ωB97M-V/def2-TZVPD) results for 2 unconnected molecules or ions with the total composition C9H14O in a non-equilibrium geometry.

For the frontier orbital gap (spin up / spin down), the calculation gives 0.108 / 0.276 Ha. The calculation puts the HOMO energy (spin up / spin down) at 0.94 / -3.79 eV. As for the expectation value of S²: 0.76. The value obtained for the relative energy (zero: lowest compared OMol25 entry of this formula, charge and spin) is 1.2031 eV. The energy is -426.480118 Ha. The lowest unoccupied orbital energy (spin up / spin down) comes out at 3.9 / 3.7 eV.

Geometry as ORCA input:
```
! RIJCOSX wB97M-V def2-TZVPD def2/J DEFGRID3
* xyz -1 2
C -0.987 2.312 -0.251
C -1.347 -1.020 1.743
C -1.093 0.359 1.422
C -1.720 -1.859 0.754
C -1.050 0.861 0.113
C -1.649 -1.415 -0.612
C -1.248 -0.114 -0.909
O -2.120 -3.190 0.866
H -1.304 -1.076 2.830
H -0.845 1.133 2.153
H -1.332 -3.726 1.030
H -2.246 -2.046 -1.269
H 0.043 2.500 -0.578
H -1.336 2.947 0.576
H -1.128 0.252 -1.939
H -1.651 2.563 -1.072
C 2.453 -0.333 -1.209
C 2.702 0.639 0.001
H 3.449 -0.694 -1.518
H 1.874 -1.231 -0.893
H 2.021 0.324 -2.035
H 1.788 0.812 0.579
H 3.123 1.571 -0.388
H 3.603 0.430 0.604
*
```

---

Entry 3:
DFT (ωB97M-V/def2-TZVPD) results for a single C2H5N3OS molecule in a non-equilibrium geometry.

For the frontier orbital gap, the calculation gives 0.372 Ha. The calculation puts the HOMO energy at -9.45 eV. The value obtained for the relative energy (zero: lowest compared OMol25 entry of this formula, charge and spin) is 4.3206 eV. As for the SMILES: [H]/N=C(/N)S/C=N\O. The energy is -716.781929 Ha. The lowest unoccupied orbital energy comes out at 0.7 eV.

Geometry as ORCA input:
```
! RIJCOSX wB97M-V def2-TZVPD def2/J DEFGRID3
* xyz 0 1
H -3.089 -1.045 -0.124
N -2.535 -0.069 -0.120
C -1.240 -0.107 -0.110
N -0.645 1.067 -0.011
S -0.114 -1.586 -0.504
C 0.960 -0.986 0.626
N 1.953 -0.251 0.458
O 2.262 0.269 -0.800
H -1.455 1.681 0.029
H 0.043 1.440 -0.696
H 0.807 -1.153 1.867
H 3.053 0.740 -0.615
*
```

---

Entry 4:
DFT (ωB97M-V/def2-TZVPD) results for a molecular structure, C12H15N5O11PdS.

For the frontier orbital gap, the calculation gives 0.275 Ha. The calculation puts the HOMO energy at -3.00 eV. The value obtained for the relative energy (zero: lowest compared OMol25 entry of this formula, charge and spin) is 0.0915 eV. The energy is -2093.740430 Ha. The lowest unoccupied orbital energy comes out at 4.5 eV.

Geometry as ORCA input:
```
! RIJCOSX wB97M-V def2-TZVPD def2/J DEFGRID3
* xyz -2 1
Pd 2.661 0.007 0.463
O 2.751 3.296 -1.977
C 2.359 2.449 -1.176
O 2.889 1.290 -1.055
C 1.116 2.794 -0.357
C 0.303 3.753 -0.892
C -0.855 4.178 -0.227
C -1.190 3.655 1.001
C -0.383 2.691 1.564
C 0.821 2.209 0.934
O 1.591 1.399 1.520
N -0.843 2.157 2.845
O -0.446 1.071 3.214
O -1.703 2.794 3.450
N -1.708 5.181 -0.820
O -1.415 5.615 -1.925
O -2.700 5.551 -0.201
H 0.588 4.195 -1.835
H -2.081 3.977 1.516
O 2.719 -1.536 1.799
S 3.237 -2.530 0.739
O 4.314 -3.340 1.258
O 3.738 -1.527 -0.312
O 2.124 -3.298 0.205
C -0.343 -0.546 -2.336
N -0.732 -1.742 -1.606
C -0.254 -2.966 -2.230
C -0.671 -1.628 -0.223
N -0.341 -0.520 0.310
N -1.044 -2.804 0.463
C -0.628 -2.860 1.848
C -2.417 -3.213 0.253
H -0.593 -0.691 -3.390
H 0.730 -0.340 -2.243
H -0.878 0.318 -1.949
H 0.833 -2.950 -2.358
H -0.739 -3.077 -3.205
H -0.490 -3.824 -1.607
H -0.435 -0.533 1.322
H -1.235 -2.213 2.503
H 0.418 -2.569 1.923
H -0.729 -3.889 2.199
H -2.658 -3.188 -0.808
H -3.131 -2.562 0.785
H -2.553 -4.234 0.619
*
```

---

- Number 2 is which compound?
  C9H14O

---

- Which formula does entry 3 have?
  C2H5N3OS

---

- The lowest energy belongs to which entry?
  C30H60AlBrNO3

---

- Look up the energy of the second one.
  -426.480118 Ha